{
  "formula": "C12H28N4O4",
  "method": "the ωB97M-V functional and the def2-TZVPD basis",
  "species": ["C", "N", "C", "C", "O", "H", "H", "H", "H", "H", "H", "H", "C", "N", "C", "C", "O", "H", "H", "H", "H", "H", "H", "H", "C", "N", "C", "C", "O", "H", "H", "H", "H", "H", "H", "H", "C", "N", "C", "C", "O", "H", "H", "H", "H", "H", "H", "H"],
  "xyz": [[2.649, 0.268, 0.934], [1.325, 0.613, 0.522], [0.234, 0.143, 1.339], [1.108, 1.346, -0.600], [0.013, 1.680, -1.004], [2.762, 0.501, 2.002], [3.414, 0.799, 0.373], [2.876, -0.805, 0.883], [-0.694, 0.588, 0.991], [0.139, -0.946, 1.341], [0.370, 0.449, 2.384], [2.040, 1.602, -1.130], [-2.414, 0.567, -3.195], [-3.170, 0.189, -2.030], [-4.577, 0.553, -1.976], [-2.592, -0.486, -1.023], [-3.142, -0.852, 0.000], [-1.362, 0.700, -2.942], [-2.792, 1.511, -3.584], [-2.467, -0.177, -3.999], [-5.131, 0.035, -2.765], [-4.998, 0.295, -1.012], [-4.677, 1.624, -2.163], [-1.516, -0.661, -1.199], [5.867, -1.726, -1.834], [5.594, -0.310, -1.970], [6.651, 0.607, -1.632], [4.400, 0.139, -2.402], [4.128, 1.309, -2.580], [6.600, -2.074, -2.564], [4.965, -2.317, -2.008], [6.179, -1.965, -0.815], [7.590, 0.070, -1.524], [6.762, 1.397, -2.372], [6.460, 1.079, -0.659], [3.671, -0.673, -2.557], [-3.013, -1.511, 3.317], [-3.969, -0.438, 3.520], [-3.790, 0.786, 2.781], [-5.043, -0.579, 4.317], [-5.888, 0.273, 4.502], [-1.995, -1.124, 3.339], [-3.160, -1.959, 2.328], [-3.162, -2.283, 4.067], [-2.965, 0.652, 2.088], [-4.690, 1.093, 2.257], [-3.489, 1.593, 3.461], [-5.101, -1.576, 4.794]],
  "total_energy_ev": -27048.644,
  "multiplicity": 1,
  "max_force_ha_per_bohr": 0.023,
  "relative_energy_ev": 1.985,
  "smiles": "CN(C)C=O.CN(C)C=O.CN(C)C=O.CN(C)C=O",
  "lumo_ev": 0.4
}

---

{
  "formula": "C12H28N4O4",
  "method": "the ωB97M-V functional and the def2-TZVPD basis",
  "species": ["C", "N", "C", "C", "O", "H", "H", "H", "H", "H", "H", "H", "C", "N", "C", "C", "O", "H", "H", "H", "H", "H", "H", "H", "C", "N", "C", "C", "O", "H", "H", "H", "H", "H", "H", "H", "C", "N", "C", "C", "O", "H", "H", "H", "H", "H", "H", "H"],
  "xyz": [[1.555, 1.115, 3.318], [0.581, 1.906, 2.603], [0.611, 3.326, 2.685], [-0.456, 1.205, 2.027], [-1.444, 1.741, 1.464], [1.209, 0.837, 4.313], [2.437, 1.751, 3.244], [1.776, 0.196, 2.774], [0.709, 3.618, 3.731], [1.583, 3.618, 2.287], [-0.131, 3.760, 2.015], [-0.310, 0.114, 2.061], [-2.012, 1.791, -1.896], [-2.609, 3.100, -2.226], [-2.507, 3.675, -3.580], [-3.043, 3.736, -1.126], [-3.338, 4.924, -1.048], [-1.013, 1.582, -2.281], [-2.553, 1.023, -2.450], [-1.892, 1.432, -0.874], [-3.352, 3.348, -4.185], [-2.696, 4.742, -3.458], [-1.588, 3.377, -4.084], [-3.010, 3.120, -0.214], [3.773, 0.451, -2.120], [2.781, -0.273, -1.378], [3.097, -1.690, -1.059], [1.591, 0.325, -1.086], [0.599, -0.260, -0.533], [3.795, -0.028, -3.098], [4.779, 0.327, -1.719], [3.601, 1.523, -2.212], [3.941, -2.115, -1.602], [3.155, -2.002, -0.016], [2.339, -2.278, -1.577], [1.493, 1.370, -1.421], [-0.247, -4.456, 0.093], [-1.225, -4.238, 1.118], [-2.058, -5.438, 1.363], [-1.079, -3.292, 1.997], [-1.746, -3.192, 3.025], [0.415, -5.290, 0.326], [0.386, -3.597, -0.129], [-0.810, -4.800, -0.774], [-1.569, -6.402, 1.224], [-2.448, -5.590, 2.370], [-2.732, -5.508, 0.509], [-0.337, -2.582, 1.601]],
  "total_energy_ev": -27046.571,
  "multiplicity": 1,
  "max_force_ha_per_bohr": 0.078,
  "relative_energy_ev": 4.059,
  "smiles": "CN(C)C=O.CN(C)C=O.CN(C)C=O.CN(C)C=O",
  "lumo_ev": 0.3
}

---

{
  "formula": "C12H28NO16P3S",
  "method": "the ωB97M-V functional and the def2-TZVPD basis",
  "species": ["C", "C", "C", "C", "C", "O", "O", "O", "S", "O", "O", "O", "C", "P", "N", "O", "O", "H", "H", "H", "H", "H", "H", "H", "H", "H", "H", "C", "O", "P", "O", "O", "C", "O", "C", "H", "H", "H", "H", "H", "H", "H", "H", "H", "C", "O", "P", "O", "O", "C", "O", "C", "H", "H", "H", "H", "H", "H", "H", "H", "H"],
  "xyz": [[6.687, 3.412, 2.025], [6.149, 2.472, 1.527], [5.835, 1.221, 0.756], [5.843, 1.533, -0.743], [7.288, 2.113, -1.080], [8.327, 1.496, -0.342], [8.432, 0.141, -0.679], [5.647, 0.403, -1.620], [5.221, 0.890, -3.109], [4.078, 0.254, -3.662], [6.285, 0.791, -4.051], [5.096, 2.476, -2.725], [4.911, 2.634, -1.320], [3.100, 2.744, -0.820], [2.089, 2.284, -1.928], [2.803, 4.324, -0.542], [2.756, 1.985, 0.556], [7.309, 4.214, 2.386], [6.573, 0.445, 1.016], [4.870, 0.829, 1.122], [7.534, 2.010, -2.154], [7.357, 3.189, -0.853], [8.862, 0.117, -1.551], [5.293, 3.625, -1.013], [2.625, 1.924, -2.718], [2.757, 4.686, -1.442], [2.614, 1.039, 0.408], [1.109, -3.221, -1.287], [0.769, -2.127, -0.440], [-0.586, -2.258, 0.547], [-1.474, -3.007, -0.417], [-0.811, -0.650, 0.489], [-0.611, 0.079, -0.723], [-1.550, -2.382, 1.900], [-2.864, -1.843, 1.831], [2.118, -3.048, -1.663], [1.086, -4.164, -0.743], [0.430, -3.258, -2.137], [-0.910, -0.493, -1.602], [0.433, 0.368, -0.799], [-1.208, 0.990, -0.686], [-3.396, -2.182, 0.947], [-2.832, -0.754, 1.852], [-3.412, -2.183, 2.711], [-9.216, 0.951, 1.201], [-8.345, 0.105, 1.946], [-7.239, -0.844, 1.113], [-8.116, -1.210, -0.058], [-7.281, -1.971, 2.286], [-8.504, -2.323, 2.925], [-5.801, -1.455, 0.532], [-5.723, -2.834, 0.201], [-9.685, 1.643, 1.902], [-8.669, 1.518, 0.450], [-9.999, 0.358, 0.731], [-9.349, -2.293, 2.237], [-8.678, -1.653, 3.766], [-8.405, -3.337, 3.313], [-6.545, -3.150, -0.440], [-5.701, -3.443, 1.105], [-4.789, -2.995, -0.338]],
  "total_energy_ev": -85842.552,
  "multiplicity": 1,
  "max_force_ha_per_bohr": 0.155,
  "relative_energy_ev": 0.000,
  "smiles": "C#CC[C@@]1(COO)OS(=O)(=O)O[C@H]1P(=N)(O)O.COP(=O)(OC)OC.COP(=O)(OC)OC",
  "lumo_ev": -1.5
}